Entry 1:
C3H8N2O2 | the ωB97M-V functional and the def2-TZVPD basis

CARTESIAN COORDINATES (ANGSTROEM)
H (-0.7652, -0.1510, -0.9193)
H (3.3702, -0.4861, 0.1730)
C (-2.9040, 0.0701, -0.7992)
O (3.7483, -1.1250, 0.7855)
H (-4.6487, 0.3512, 0.3916)
O (5.5310, -0.3595, -1.6094)
H (-3.1414, -0.1245, -1.8237)
H (5.1180, -1.1315, -2.0127)
N (-3.6688, 0.5571, 0.2415)
H (5.2428, 0.3738, -2.1624)
N (-1.5798, 0.4943, 0.9879)
H (-3.1999, 0.8711, 2.3041)
C (-1.6194, 0.1263, -0.3345)
H (4.6326, -1.3240, 0.4560)
C (-2.8282, 0.6961, 1.3089)

Computed properties:
Gap between HOMO and LUMO = 9.580 eV
SMILES = c1c[nH]cn1.O.O
Calculated total energy = -10315.50210 eV
Maximum force = 1.5 eV/Å
ΔE to the lowest compared entry with this formula, charge and spin = 139.92 kJ/mol
Multiplicity = 1
Highest occupied orbital energy = -8.953 eV

Here are the natural (NBO) charges for atoms 1 to 8, given in e: number 1, H, carries 0.20; number 2, H, carries 0.47; number 3, C, carries -0.13; number 4, O, carries -0.95; number 5, H, carries 0.41; number 6, O, carries -0.94; number 7, H, carries 0.22; number 8, H, carries 0.47


Entry 2:
C22H46F3O5PSSi | the ωB97M-V functional and the def2-TZVPD basis

CARTESIAN COORDINATES (ANGSTROEM)
C (7.0463, -2.5827, -0.3126)
H (-9.2103, -2.2353, 4.5389)
O (-6.4316, -0.6220, 3.7760)
H (3.2381, 2.3736, 0.9977)
F (-0.3687, 0.6753, -4.5680)
H (-2.8849, 1.1312, 4.1818)
H (1.6609, 2.6464, -4.7761)
H (-2.9238, 1.2363, 1.4503)
H (-2.9402, -2.2452, -2.7952)
H (5.0718, -2.4392, -2.2224)
H (3.9004, 1.5821, -0.4449)
C (4.1816, 0.5010, 1.4374)
C (-8.5940, -1.3407, 4.4189)
F (1.6027, 0.9033, -3.1859)
H (4.5206, -3.9728, 0.3460)
H (-8.6752, -1.5113, 2.2845)
H (7.2922, -1.5987, -0.7256)
O (-1.7318, -0.4619, 1.5289)
H (-2.9277, -0.1367, -3.9050)
C (-2.2308, 0.7388, 2.1344)
C (0.0249, -2.0664, -1.0972)
H (4.9926, 1.0064, 1.9678)
Si (-0.5589, -0.5030, -2.0577)
C (3.0991, -0.0095, 2.3631)
C (1.1852, 4.7027, -5.3562)
H (-1.3777, 1.4027, 2.3119)
H (-9.5733, -0.1094, 2.8975)
H (-6.8566, -2.6002, 4.1240)
H (1.9175, 6.7567, -5.3464)
C (-2.8890, 0.3332, 3.4350)
C (-1.7931, -1.5194, 2.4959)
H (6.8674, -4.5923, -1.0554)
H (1.2513, 1.3354, 0.1879)
S (-3.7887, -0.1942, -1.1754)
P (-2.6557, -0.8131, -2.6309)
H (-2.6004, -1.5420, 4.5264)
C (-2.0811, -0.8745, 3.8341)
C (6.7014, -3.5677, -1.4083)
C (3.4062, 1.4044, 0.5136)
H (2.1384, -0.0733, -0.4357)
C (-7.1127, -1.6225, 4.5456)
H (0.8174, 6.3571, -4.0083)
C (2.8113, 4.1895, -3.7413)
C (5.2259, -3.3263, -1.5966)
C (-8.6816, -0.7234, 3.0471)
H (-0.7910, -2.9147, -1.1110)
C (4.7680, -3.0455, -0.1821)
H (3.3186, -1.0058, 2.7566)
H (1.0789, -2.4618, -1.4477)
C (2.0943, 0.6636, 0.3733)
O (2.7228, 5.6195, -3.8072)
H (-7.5275, 1.0737, 3.4038)
H (-7.0237, 0.1773, 1.9536)
H (-2.6006, -2.1971, 2.1992)
H (-8.9011, -0.6087, 5.1752)
H (-6.7666, -1.5881, 5.5827)
F (1.2175, -1.2214, -4.1989)
H (2.9517, 3.8768, -2.7026)
H (3.6884, 3.8819, -4.3204)
H (1.7817, 4.5600, -6.2651)
H (2.9438, 0.6729, 3.2059)
H (-1.1437, -0.5547, 4.3042)
H (0.1291, 4.7097, -5.6374)
H (7.8825, -2.9202, 0.3065)
O (1.8844, -0.0470, 1.6014)
C (1.6162, 5.9694, -4.6499)
H (7.2909, -3.4191, -2.3166)
H (-0.8515, -2.0761, 2.4928)
H (4.6102, -0.3323, 0.8681)
H (0.7535, 3.5884, -3.5779)
H (-0.5092, 0.6227, -1.1348)
C (0.5029, -0.0443, -3.5970)
C (-7.3976, 0.0737, 2.9759)
H (3.9003, -2.3811, -0.1458)
H (0.1336, -1.7448, 0.0454)
H (4.6985, -4.1657, -2.0567)
O (5.8731, -2.4358, 0.4993)
C (1.5357, 3.6426, -4.3442)
H (-3.9295, 0.0397, 3.2517)

Computed properties:
Gap between HOMO and LUMO = 8.902 eV
SMILES = C[Si@H]([PH2]=S)C(F)(F)F.C1CCOC1.C1CCOC1.C1CCOC1.C1CCOC1.C1CCOC1
Calculated total energy = -69947.90297 eV
Maximum force = 4.6 eV/Å
Multiplicity = 1
Highest occupied orbital energy = -8.486 eV

Here are the Mulliken charges for atoms 1 to 8, given in e: number 1, C, carries -0.42; number 2, H, carries 0.33; number 3, O, carries -0.31; number 4, H, carries 0.30; number 5, F, carries -0.24; number 6, H, carries 0.40; number 7, H, carries 0.18; number 8, H, carries 0.26


Entry 3:
C30H28NO | the ωB97M-V functional and the def2-TZVPD basis

CARTESIAN COORDINATES (ANGSTROEM)
H (1.6636, -4.1033, -2.5945)
C (-1.1349, 2.3797, -1.9090)
H (-3.2068, 1.0043, 3.0517)
C (2.0368, 1.1863, 3.8035)
C (-0.1254, -1.0166, -0.9620)
H (-4.4984, 0.6958, -2.8705)
C (1.9007, -2.3754, -1.3021)
H (2.1092, 2.1481, 4.3165)
H (-3.9179, 5.1586, -3.3513)
H (-4.9400, 4.7069, -4.7501)
H (-0.1579, 2.8240, -1.7171)
H (-0.7721, -3.7178, -2.9383)
C (1.8942, 0.0455, -0.4182)
C (0.6814, -0.4125, 2.5618)
H (-1.9351, -1.9322, -1.7148)
H (-3.1630, 4.4679, -4.8296)
C (-3.3003, 2.4870, -3.0241)
H (-2.1512, -1.7522, 3.1285)
H (-0.6580, -1.6685, 1.3746)
C (3.1419, 0.3296, 3.7272)
H (-2.9166, -0.4820, -1.4794)
H (1.6509, -2.3050, 2.1327)
C (3.2338, 0.3291, -0.1624)
C (-1.8333, -0.7158, 2.9784)
H (2.8467, 3.5483, 0.9175)
C (-3.5525, 1.1637, -2.6052)
H (4.1058, 0.6540, 4.1313)
C (0.8208, 0.8108, 3.2370)
C (-0.1972, -3.0500, -2.2835)
C (3.5630, 1.6106, 0.2829)
H (-3.0995, -0.1152, 0.3164)
H (3.8559, -1.5944, 3.0673)
H (-0.0450, 1.4843, 3.3170)
C (-2.6328, 0.5137, -1.8125)
O (-4.3031, 3.1125, -3.6955)
C (-2.0640, 3.0801, -2.6824)
C (1.1713, -3.2663, -2.0968)
C (-2.9766, 0.1324, 2.4308)
C (0.8860, 1.0035, -0.2008)
C (1.2098, 2.2452, 0.3288)
C (-4.0491, 4.4500, -4.1794)
N (-1.1299, 0.3791, 0.9142)
H (-1.8228, 4.0874, -3.0323)
C (1.2799, -1.1959, -0.8942)
C (-0.8556, -1.9848, -1.6382)
C (2.9961, -0.9174, 3.1103)
C (-1.4363, 1.1227, -1.3814)
H (-1.4826, -0.3593, 3.9594)
C (-0.6804, -0.7280, 1.9478)
H (3.9850, -0.4451, -0.3209)
H (-3.8895, -0.4699, 2.4226)
H (2.9410, -2.5473, -1.0433)
H (4.6121, 1.8641, 0.4603)
H (0.4396, 2.9745, 0.5743)
H (-2.8914, 1.5873, 0.7871)
H (-0.7920, 1.2347, 1.3766)
C (-2.6185, 0.5554, 1.0198)
C (2.5607, 2.5620, 0.5369)
C (1.7639, -1.3050, 2.5643)
C (-0.5139, 0.3916, -0.4099)

Computed properties:
Gap between HOMO and LUMO = 8.567 eV
Charge = +1
SMILES = COc1ccc(C2([N@H+]3CCC[C@@H]3c3ccccc3)c3ccccc3-c3ccccc32)cc1
Calculated total energy = -35095.84173 eV
Maximum force = 2.8 eV/Å
ΔE to the lowest compared entry with this formula, charge and spin = 0.00 kJ/mol
Multiplicity = 1
Highest occupied orbital energy = -11.080 eV

Here are the natural (NBO) charges for atoms 1 to 8, given in e: number 1, H, carries 0.23; number 2, C, carries -0.12; number 3, H, carries 0.23; number 4, C, carries -0.21; number 5, C, carries 0.04; number 6, H, carries 0.24; number 7, C, carries -0.19; number 8, H, carries 0.23


Entry 4:
C40H56BFN7OS3SbSe4Ti | the ωB97M-V functional and the def2-TZVPD basis

CARTESIAN COORDINATES (ANGSTROEM)
B (-2.0122, 0.0547, -0.8766)
C (3.3983, -0.9320, -4.1355)
H (2.9603, -3.6904, 2.2317)
C (-1.4338, -2.4000, -1.3734)
H (-3.5493, -4.9199, 2.4485)
S (0.9302, 1.3017, -1.8372)
C (4.9761, 0.7614, -4.6756)
S (-0.9596, 0.7906, 0.8083)
Sb (3.6602, 0.6257, 3.4583)
H (-6.6621, 1.5462, -1.8356)
C (3.1187, -1.7639, -1.7899)
H (-5.1776, -2.4184, 3.3457)
C (-7.4319, 0.8225, 1.4564)
C (-4.5140, -4.6685, 2.0033)
C (-0.9555, -4.8099, -1.8365)
C (-7.1293, 1.0075, -1.0123)
H (-5.9885, -3.6499, -0.0908)
H (-5.3227, 1.8112, -4.2588)
H (-6.9150, 3.5434, 1.3317)
N (-4.5073, 0.9128, -0.3751)
C (-1.7288, 1.3088, -4.8660)
H (-3.0598, -5.0832, -0.1111)
C (-4.0547, 0.2122, -5.0078)
F (5.5632, 1.5753, -5.6008)
H (2.3417, -2.4890, 4.5458)
H (-3.1751, -1.7110, -5.5146)
H (-7.2065, 1.2358, 2.4416)
C (-2.5851, 2.3758, 3.1962)
H (-6.8244, -0.0355, -1.0946)
C (-0.5304, 1.1181, -2.7962)
S (-0.0776, -1.9083, -2.3556)
C (0.6743, -2.5979, 1.6024)
H (0.0921, -4.7817, -1.5259)
H (3.8020, -2.0656, -0.9940)
H (-5.0091, 0.3959, -6.9284)
C (-3.3048, 1.9093, 1.9760)
H (-1.3727, -5.7868, -1.5836)
N (-1.7000, 0.6351, -2.2208)
H (0.5158, -0.9292, 2.7023)
C (0.6825, 2.0593, -4.7719)
H (-6.2044, 0.3488, -4.7455)
H (6.1583, 1.5403, -3.0755)
H (-4.0484, 1.8140, -6.4842)
H (-0.9539, -4.6962, -2.9220)
H (-4.3894, -1.2326, 2.2790)
H (0.9881, -4.3987, 0.6004)
H (1.0316, 2.9657, -4.2731)
C (0.9119, -4.0812, 1.6383)
C (-5.2241, 1.5059, 0.5474)
H (-5.2837, -4.7673, 2.7733)
C (4.7911, 0.0027, -2.4282)
H (-6.6739, 3.6392, -0.4164)
H (-1.7532, 3.0277, 2.9227)
C (3.9885, -0.1087, -5.0843)
H (2.6635, -2.6418, -2.2492)
C (-0.5437, 1.5004, -4.1084)
H (-3.2463, 0.3319, -7.0272)
Se (1.4809, 0.7854, 4.5236)
H (0.0420, -4.5806, 2.0785)
N (-2.1971, -1.4238, -0.7341)
O (0.6834, -2.0170, 0.4856)
H (-4.0706, -1.7031, -3.9949)
H (-1.7497, 1.5845, -5.9099)
C (-5.2932, 0.7176, -4.2636)
Se (4.8379, -1.4737, 3.6472)
C (0.2728, -2.5734, 4.0265)
C (-4.0839, 0.7229, -6.4464)
C (1.9430, -4.5201, 3.9402)
Ti (1.5651, -0.7448, -0.7782)
C (-3.3980, -3.0156, 0.4368)
H (-8.5149, 0.8614, 1.3147)
Se (2.7976, 0.3309, 0.8179)
H (0.4683, 2.2956, -5.8159)
C (2.1798, -4.4301, 2.4339)
H (-7.1211, -0.2237, 1.4502)
H (-0.5459, -3.2985, 3.9527)
C (3.7866, -0.8983, -2.7936)
H (-5.2739, 2.4963, 2.4784)
C (-4.5142, -3.2404, 1.4583)
H (2.6042, -1.6071, -4.4355)
N (-3.1042, -1.7509, 0.2532)
H (-3.2541, 2.9029, 3.8756)
N (-3.2100, 0.8180, -0.1381)
C (-1.7447, -3.7191, -1.1723)
H (1.5104, 1.3490, -4.7343)
H (2.8636, -4.8646, 4.4179)
H (1.3396, -3.3944, 5.6649)
C (-7.1616, 3.0720, 0.3786)
C (-5.8476, -2.9662, 0.7493)
H (-8.2153, 1.0690, -1.1214)
Se (4.9543, 2.6323, 3.3737)
N (0.4503, -1.9473, 2.7172)
H (-3.4133, -2.4141, 3.1442)
C (-4.3649, -2.2639, 2.6292)
N (-2.8107, 0.3318, -2.9886)
H (-4.9515, -1.6929, -5.5428)
H (3.6829, -0.1293, -6.1225)
H (-0.0432, -1.7649, 4.6824)
H (5.0830, 0.0676, -1.3866)
C (-6.7282, 1.6011, 0.3351)
H (-5.8539, -1.9465, 0.3589)
C (-4.6389, 2.0205, 1.7397)
C (-2.8010, 0.6645, -4.2589)
H (2.5505, -5.3934, 2.0750)
H (-2.1368, 1.5258, 3.7160)
C (1.5257, -3.2112, 4.6017)
H (1.1783, -5.2875, 4.1275)
C (-4.0660, -1.3222, -5.0162)
H (-5.2662, 0.3763, -3.2301)
C (-2.5832, 1.2444, 0.9537)
H (-6.6868, -3.0878, 1.4422)
C (-2.7975, -4.0488, -0.2794)
C (5.3896, 0.8347, -3.3615)
H (-8.2428, 3.1458, 0.2387)
H (-4.7307, -5.4001, 1.2229)

Computed properties:
Gap between HOMO and LUMO (spin up / spin down) = 4.679 / 5.818 eV
Charge = -2
Calculated total energy = -381812.54992 eV
Maximum force = 0.5 eV/Å
ΔE to the lowest compared entry with this formula, charge and spin = 59.36 kJ/mol
Multiplicity = 3
⟨S²⟩ = 2.033
Highest occupied orbital energy (spin up / spin down) = -1.226 / -2.366 eV

Here are the Mulliken charges for atoms 1 to 8, given in e: number 1, B, carries -1.30; number 2, C, carries 0.06; number 3, H, carries 0.14; number 4, C, carries 0.49; number 5, H, carries 0.34; number 6, S, carries -0.65; number 7, C, carries 0.67; number 8, S, carries -0.34